(i)
Below is a molecular structure, C5H6N2S, with properties calculated with ωB97M-V with the def2-TZVPD basis set.

## Properties
Gap between HOMO and LUMO: 9.12 eV
Highest occupied orbital energy: -8.34 eV

Each line ends with the Löwdin charge.
Positions of all 14 atoms, in Å:
1 C 0.394 1.949 -1.197  -0.039
2 C 0.270 0.747 -0.299  -0.301
3 C -0.002 -1.143 0.721  -0.437
4 C -0.901 -2.309 0.680  -0.329
5 C -0.374 -0.411 -0.443  -0.444
6 H 1.450 2.280 -1.205  0.077
7 H 0.063 1.740 -2.222  0.078
8 H -0.256 2.815 -0.860  0.094
9 H 1.637 1.403 1.274  0.194
10 H -0.541 -3.382 0.570  0.087
11 H -1.821 -2.225 1.396  0.113
12 N 0.846 0.716 0.995  -0.027
13 N 0.690 -0.450 1.649  0.080
14 S -1.454 -1.729 -1.059  0.852

***

(ii)
Below is C5H6N2S in the gas phase, with properties calculated with ωB97M-V with the def2-TZVPD basis set.

## Properties
Gap between HOMO and LUMO: 8.49 eV
Highest occupied orbital energy: -9.12 eV

Each line ends with the Löwdin charge.
Positions of all 14 atoms, in Å:
1 C -1.720 -0.318 1.885  -0.080
2 C -0.947 -0.372 0.758  -0.043
3 C -0.026 0.936 2.089  -0.234
4 C 1.232 0.412 0.159  -0.786
5 C 1.107 0.259 -1.324  -0.096
6 N -1.125 0.633 2.691  0.094
7 N 0.166 0.428 0.916  -0.104
8 S 2.750 0.662 0.739  0.753
9 H -2.542 -0.888 2.116  0.078
10 H -1.031 -0.999 -0.035  0.085
11 H 0.778 1.479 2.573  0.119
12 H 2.050 -0.282 -1.450  0.058
13 H 1.295 1.205 -1.903  0.112
14 H 0.279 -0.132 -1.797  0.044

***

(iii)
Below is 2 unconnected molecules or ions with the total composition C5H6N2S, with properties calculated with ωB97M-V with the def2-TZVPD basis set.

## Properties
Gap between HOMO and LUMO: 7.33 eV
Highest occupied orbital energy: -7.48 eV

Each line ends with the Löwdin charge.
Positions of all 14 atoms, in Å:
1 C 2.108 -0.833 -0.439  -0.163
2 C 2.159 0.537 -0.421  -0.107
3 C 0.233 -0.185 0.356  -0.451
4 C -2.667 -0.124 -0.566  -0.590
5 C -1.044 -0.163 0.968  0.015
6 N 0.922 -1.265 0.033  0.096
7 N 0.958 0.944 0.074  0.089
8 S -4.131 0.232 -0.130  0.638
9 H 2.862 -1.528 -0.746  0.092
10 H 2.927 1.227 -0.707  0.100
11 H -2.263 -0.386 -1.526  -0.007
12 H -1.353 0.739 1.467  0.063
13 H -1.378 -1.088 1.405  0.070
14 H 0.667 1.894 0.233  0.156

***

(iv)
Below is 2 unconnected molecules or ions with the total composition C5H6N2S, with properties calculated with ωB97M-V with the def2-TZVPD basis set.

## Properties
Gap between HOMO and LUMO (alpha / beta): 9.32 / 8.92 eV
Highest occupied orbital energy (alpha / beta): -9.29 / -9.55 eV

Each line ends with the Löwdin charge.
Positions of all 14 atoms, in Å:
1 C -2.342 -0.326 -0.530  -0.226
2 C -2.919 0.462 0.409  -0.430
3 C -0.622 0.675 0.372  -0.471
4 C 2.341 0.165 -0.570  -0.242
5 C 2.048 -0.819 0.435  -0.229
6 N -0.974 -0.088 -0.595  -0.013
7 N 1.932 0.609 0.771  0.094
8 S -1.770 1.229 1.429  1.009
9 H -2.893 -0.708 -1.370  0.101
10 H -3.975 0.652 0.467  0.060
11 H 3.349 0.490 -0.823  0.095
12 H 1.747 0.165 -1.504  0.104
13 H 1.229 -1.450 0.464  0.072
14 H 2.848 -1.054 1.047  0.077

***

The most stable arrangement is (ii), and the next structure is 15.2 kcal/mol less stable.

***

(i)
Below is 2 unconnected molecules or ions with the total composition C5H15N2, with properties calculated with ωB97M-V with the def2-TZVPD basis set.

## Properties
Net charge: +1
Gap between HOMO and LUMO: 10.47 eV
Highest occupied orbital energy: -14.34 eV

Each line ends with the Löwdin charge.
Positions of all 22 atoms, in Å:
1 C -0.189 2.619 0.075  -0.088
2 C 0.456 1.684 1.078  -0.231
3 C -1.315 0.281 1.754  0.103
4 N -0.242 0.346 1.054  -0.003
5 H -0.175 2.178 -0.946  0.079
6 H -1.268 2.814 0.331  0.097
7 H 0.386 3.563 0.089  0.094
8 H 1.550 1.524 0.839  0.130
9 H 0.449 2.122 2.106  0.130
10 H -2.032 -0.567 1.681  0.121
11 H -1.599 1.077 2.410  0.100
12 H -0.072 -0.368 0.070  0.112
13 C 1.604 -1.669 -0.815  -0.079
14 N 0.287 -1.074 -1.115  -0.212
15 C -0.705 -2.029 -1.604  -0.088
16 H 1.493 -2.405 0.013  0.104
17 H 2.114 -2.118 -1.704  0.107
18 H 2.221 -0.841 -0.406  0.087
19 H 0.377 -0.344 -1.843  0.143
20 H -0.292 -2.630 -2.436  0.098
21 H -1.613 -1.486 -1.922  0.097
22 H -0.960 -2.733 -0.782  0.099

***

(ii)
Below is a gas-phase ion, C5H15N2 (charge +1), with properties calculated with ωB97M-V with the def2-TZVPD basis set.

## Properties
Net charge: +1
Gap between HOMO and LUMO: 11.18 eV
Highest occupied orbital energy: -13.86 eV

Each line ends with the Löwdin charge.
Positions of all 22 atoms, in Å:
1 N -1.438 -0.041 -1.260  0.052
2 C -0.039 -0.512 -1.261  -0.401
3 C 0.703 -0.085 -2.504  -0.067
4 C 0.680 0.118 -0.056  -0.106
5 N -0.270 0.311 1.105  -0.188
6 C 0.515 1.132 2.108  0.015
7 C -0.667 -0.983 1.743  0.022
8 H -1.096 0.790 0.751  0.159
9 H -2.079 -0.779 -1.477  0.087
10 H -1.572 0.755 -1.852  0.085
11 H -0.096 -1.602 -1.240  0.146
12 H 1.799 -0.090 -2.459  0.093
13 H 0.515 0.945 -2.799  0.084
14 H 0.451 -0.611 -3.431  0.094
15 H 1.113 1.102 -0.222  0.134
16 H 1.509 -0.532 0.229  0.144
17 H 1.460 0.609 2.244  0.107
18 H 0.033 1.160 3.082  0.108
19 H 0.760 2.097 1.677  0.108
20 H 0.250 -1.496 2.009  0.113
21 H -1.309 -0.693 2.573  0.112
22 H -1.223 -1.595 1.039  0.100

***

The most stable arrangement is (ii), and the next structure is 18.5 kcal/mol less stable.